# 1
Entry from OMol25: a molecular structure, C21H44Ge2N6OPd (the ωB97M-V functional and the def2-TZVPD basis).

Atoms and positions in Å:
Pd (-2.837, 1.974, 0.040)
O (-1.663, 3.781, 0.117)
C (-2.620, 4.938, 0.140)
C (-3.528, 4.703, -1.084)
C (-4.952, 4.159, -0.747)
C (-5.179, 3.710, 0.693)
C (-6.164, 4.196, 1.525)
C (-6.524, 3.578, 2.767)
C (-5.808, 2.438, 3.126)
C (-4.641, 2.155, 2.440)
N (-4.401, 2.694, 1.180)
H (-1.050, 3.729, 0.900)
H (-1.990, 5.878, 0.119)
H (-3.194, 4.916, 1.085)
H (-3.119, 3.974, -1.741)
H (-3.613, 5.585, -1.725)
H (-5.229, 3.432, -1.543)
H (-5.671, 5.013, -0.833)
H (-6.654, 5.097, 1.178)
H (-7.340, 4.011, 3.348)
H (-6.060, 1.857, 4.020)
H (-3.818, 1.424, 2.768)
C (5.209, -1.506, -2.593)
C (4.670, -0.073, -2.503)
C (3.286, 0.033, -1.720)
C (3.306, 0.955, -0.525)
Ge (3.310, 0.021, 1.307)
C (5.349, 0.062, 1.534)
C (5.780, 1.447, 1.858)
C (7.328, 1.631, 2.126)
C (7.715, 3.015, 1.709)
H (5.858, -1.667, -3.462)
H (4.434, -2.232, -2.670)
H (5.845, -1.689, -1.709)
H (4.513, 0.359, -3.509)
H (5.396, 0.588, -1.965)
H (2.918, -0.961, -1.479)
H (2.516, 0.300, -2.464)
H (2.334, 1.493, -0.452)
H (4.053, 1.780, -0.629)
H (-0.420, -5.736, -2.989)
H (5.805, -0.386, 0.589)
H (5.538, -0.564, 2.417)
H (5.360, 1.835, 2.810)
H (5.426, 2.097, 1.060)
H (7.966, 0.915, 1.498)
H (7.618, 1.408, 3.144)
H (7.633, 3.150, 0.613)
H (8.824, 3.268, 1.917)
H (7.103, 3.784, 2.229)
N (-5.533, -2.009, -1.943)
N (-4.553, -1.418, -1.153)
N (-3.713, -1.975, -0.197)
C (-3.153, -0.883, 0.326)
N (-3.531, 0.185, -0.322)
N (-4.391, -0.113, -1.353)
H (-5.250, -3.002, -1.985)
H (-5.675, -1.491, -2.831)
H (-2.539, -0.800, 1.203)
C (-2.468, -4.980, 0.182)
Ge (-0.624, -5.273, -0.461)
C (0.742, -4.256, 0.521)
C (-0.233, -7.230, -0.345)
C (-0.446, -4.807, -2.360)
H (-3.134, -5.642, -0.356)
H (-2.851, -3.974, 0.029)
H (-2.563, -5.218, 1.244)
H (0.428, -4.041, 1.539)
H (0.948, -3.355, 0.022)
H (1.703, -4.795, 0.685)
H (-0.966, -7.703, -1.075)
H (-0.489, -7.610, 0.663)
H (0.758, -7.592, -0.599)
H (0.363, -4.125, -2.698)
H (-1.450, -4.460, -2.651)

The calculation puts the LUMO energy (alpha / beta) at -11.032 / -14.760 eV. Its expectation value of S² is 6.02. As for the net charge: +4. As for the spin multiplicity: 5. The value obtained for the electronic energy is -5510.2139 Ha. The HOMO energy (alpha / beta) comes out at -18.746 / -18.545 eV.

These are the Mulliken partial charges, in e, on atoms 1 to 5:
1 Pd 0.73
2 O -0.51
3 C -0.47
4 C -0.64
5 C -0.76

---

# 2
Entry from OMol25: a molecular structure, C21H44GeN7NaOS4 (the ωB97M-V functional and the def2-TZVPD basis).

Atoms and positions in Å:
Na (0.129, -0.699, 0.242)
C (-3.400, -0.299, -1.806)
C (-3.076, -1.755, -2.091)
S (-1.331, -2.176, -1.738)
C (-1.492, -3.674, -0.717)
C (-2.282, -3.562, 0.575)
S (-1.634, -2.266, 1.690)
C (-3.122, -1.295, 2.096)
C (-3.889, -0.656, 0.951)
S (-2.858, 0.337, -0.183)
H (-2.891, 0.345, -2.521)
H (-4.476, -0.130, -1.886)
H (-3.687, -2.430, -1.496)
H (-3.259, -1.958, -3.148)
H (-1.925, -4.449, -1.353)
H (-0.453, -3.927, -0.495)
H (-3.334, -3.337, 0.413)
H (-2.214, -4.517, 1.103)
H (-3.795, -1.945, 2.657)
H (-2.731, -0.527, 2.761)
H (-4.397, -1.396, 0.336)
H (-4.642, 0.008, 1.381)
C (0.482, 3.875, -4.325)
C (1.281, 3.565, -3.127)
N (2.458, 4.035, -2.859)
N (2.857, 3.461, -1.720)
C (1.937, 2.615, -1.245)
S (2.138, 1.500, 0.028)
N (0.905, 2.679, -2.131)
N (-0.271, 1.965, -1.989)
H (1.061, 4.546, -4.952)
H (-0.461, 4.361, -4.076)
H (0.254, 2.968, -4.886)
H (3.758, 3.684, -1.314)
H (-0.283, 1.151, -2.601)
H (-1.074, 2.554, -2.192)
C (4.195, -4.713, 0.804)
N (3.389, -3.527, 0.678)
C (3.073, -2.686, 1.805)
C (2.139, -1.673, 1.161)
O (1.598, -0.715, 1.700)
N (1.973, -1.995, -0.133)
C (2.721, -3.078, -0.385)
N (2.734, -3.632, -1.594)
H (5.045, -4.501, 1.450)
H (4.572, -5.031, -0.165)
H (3.621, -5.532, 1.244)
H (3.961, -2.213, 2.223)
H (2.570, -3.235, 2.605)
H (2.291, -3.121, -2.338)
H (3.391, -4.357, -1.830)
C (-1.383, 7.125, 2.754)
C (-1.126, 6.154, 1.608)
C (-0.506, 4.852, 2.118)
C (-0.157, 3.897, 0.981)
Ge (0.674, 2.207, 1.709)
C (1.790, 2.144, 3.373)
C (3.269, 2.437, 3.167)
C (3.529, 3.812, 2.552)
C (4.912, 3.878, 1.917)
H (-1.775, 8.063, 2.371)
H (-0.460, 7.333, 3.289)
H (-2.104, 6.715, 3.456)
H (-0.449, 6.621, 0.887)
H (-2.066, 5.935, 1.096)
H (-1.205, 4.359, 2.800)
H (0.401, 5.087, 2.680)
H (0.511, 4.401, 0.275)
H (-1.063, 3.599, 0.445)
H (-0.433, 1.134, 1.741)
H (1.662, 1.137, 3.764)
H (1.349, 2.842, 4.084)
H (3.689, 1.667, 2.513)
H (3.783, 2.359, 4.128)
H (3.431, 4.585, 3.315)
H (2.770, 4.004, 1.778)
H (5.685, 3.726, 2.668)
H (5.081, 4.842, 1.442)
H (5.010, 3.096, 1.163)

The calculation puts the LUMO energy at -4.897 eV. Its relative energy (zero: lowest compared OMol25 entry of this formula, charge and spin) is 18.8 kcal/mol. As for the net charge: +2. The value obtained for the electronic energy is -5116.6895 Ha. The HOMO energy comes out at -13.494 eV.

These are the Mulliken partial charges, in e, on atoms 1 to 5:
1 Na 0.41
2 C -0.84
3 C -0.85
4 S 0.00
5 C -0.55

---

# 3
Entry from OMol25: a molecular structure, C21H44IN2O6PS (the ωB97M-V functional and the def2-TZVPD basis).

Atoms and positions in Å:
C (0.025, 5.557, 1.395)
C (0.876, 6.779, 0.883)
I (1.171, 8.145, 2.584)
C (0.158, 7.586, -0.278)
O (-1.114, 7.029, -0.657)
P (-2.379, 7.764, 0.117)
O (-2.062, 8.327, 1.472)
O (-3.041, 8.987, -0.819)
O (-3.617, 6.623, 0.237)
S (-3.446, 5.413, -0.959)
H (-0.461, 4.993, 0.574)
H (-0.738, 5.955, 2.090)
H (0.745, 4.865, 1.882)
H (1.893, 6.472, 0.561)
H (0.817, 7.467, -1.172)
H (0.133, 8.678, -0.076)
H (-2.673, 9.778, -0.400)
H (-2.411, 4.597, -0.537)
C (2.247, -0.147, -0.395)
C (1.017, 0.781, -0.455)
C (-0.247, -0.073, -0.621)
C (-0.359, -0.687, -2.012)
C (-0.265, 0.390, -3.088)
C (0.948, 1.324, -2.940)
N (1.167, 1.788, -1.543)
O (0.311, 2.762, -1.306)
C (2.226, 0.627, -3.453)
C (0.757, 2.498, -3.921)
C (0.994, 1.445, 0.934)
H (2.268, -0.695, 0.549)
H (2.255, -0.915, -1.167)
H (3.178, 0.421, -0.461)
H (-1.138, 0.537, -0.432)
H (-0.260, -0.869, 0.130)
H (0.413, -1.448, -2.166)
H (-1.317, -1.207, -2.103)
H (-0.246, -0.086, -4.072)
H (-1.186, 0.983, -3.055)
H (3.106, 1.247, -3.271)
H (2.166, 0.460, -4.531)
H (2.401, -0.353, -3.016)
H (-0.185, 3.023, -3.765)
H (0.743, 2.134, -4.950)
H (1.572, 3.220, -3.836)
H (1.881, 2.065, 1.087)
H (0.977, 0.687, 1.718)
H (0.112, 2.068, 1.087)
C (-1.068, -6.339, 3.070)
C (-1.220, -4.924, 2.472)
C (-2.103, -5.000, 1.219)
C (-1.396, -5.666, 0.043)
C (-0.067, -4.976, -0.249)
C (0.840, -4.810, 0.982)
N (0.113, -4.326, 2.186)
O (-0.053, -3.022, 2.056)
C (1.545, -6.143, 1.310)
C (1.997, -3.875, 0.587)
C (-1.967, -4.144, 3.569)
H (-2.004, -6.664, 3.527)
H (-0.831, -7.105, 2.335)
H (-0.302, -6.358, 3.849)
H (-2.413, -3.993, 0.919)
H (-3.024, -5.545, 1.444)
H (-1.238, -6.731, 0.236)
H (-2.035, -5.611, -0.843)
H (0.464, -5.533, -1.026)
H (-0.285, -3.991, -0.677)
H (2.122, -6.059, 2.234)
H (2.244, -6.414, 0.517)
H (0.869, -6.990, 1.404)
H (1.644, -2.917, 0.205)
H (2.599, -4.321, -0.207)
H (2.660, -3.684, 1.434)
H (-1.364, -4.068, 4.476)
H (-2.898, -4.650, 3.828)
H (-2.240, -3.136, 3.255)

The calculation puts the LUMO energy (alpha / beta) at 0.315 / -0.153 eV. Its expectation value of S² is 2.01. As for the spin multiplicity: 3. The value obtained for the electronic energy is -2424.6584 Ha. The HOMO energy (alpha / beta) comes out at -8.912 / -8.997 eV.

These are the Mulliken partial charges, in e, on atoms 1 to 5:
1 C -0.73
2 C -0.41
3 I 0.04
4 C -0.50
5 O -0.13

---

# 4
Entry from OMol25: 2 unconnected molecules or ions with the total composition C21H44N2O10PS (the ωB97M-V functional and the def2-TZVPD basis).

Atoms and positions in Å:
C (0.662, -2.685, 1.389)
C (-0.516, -2.526, 2.383)
C (-1.906, -2.708, 1.752)
O (-2.783, -1.585, 1.803)
C (-2.719, -0.635, 0.831)
C (-2.789, -1.114, -0.616)
C (-3.822, -2.233, -0.833)
C (-5.228, -1.721, -1.241)
C (-6.271, -1.877, -0.118)
N (-7.066, -0.662, 0.107)
C (-7.383, -0.421, 1.490)
C (-8.801, 0.028, 1.758)
O (-6.576, -0.560, 2.409)
O (-3.996, 0.074, 1.035)
S (-4.011, 1.549, 0.529)
O (-4.432, 1.666, -0.828)
O (-4.651, 2.356, 1.496)
O (-2.407, 1.713, 0.492)
C (-1.712, 0.542, 1.046)
C (-1.409, 0.928, 2.497)
O (-2.560, 0.822, 3.283)
O (-2.197, 0.297, 4.557)
P (-0.130, 0.534, 0.044)
O (0.640, 1.897, 0.587)
O (-0.594, 1.003, -1.416)
H (1.352, -1.854, 1.508)
H (1.199, -3.605, 1.577)
H (0.312, -2.662, 0.363)
H (-0.396, -3.338, 3.093)
H (-0.440, -1.615, 2.963)
H (-2.422, -3.468, 2.326)
H (-1.788, -3.120, 0.752)
H (-1.816, -1.549, -0.865)
H (-2.942, -0.298, -1.309)
H (-3.437, -2.808, -1.673)
H (-3.853, -2.911, 0.010)
H (-5.114, -0.681, -1.528)
H (-5.551, -2.279, -2.111)
H (-6.955, -2.667, -0.425)
H (-5.792, -2.226, 0.793)
H (-6.577, 0.132, -0.288)
H (-9.447, -0.832, 1.895)
H (-8.772, 0.643, 2.648)
H (-9.150, 0.633, 0.927)
H (-1.113, 1.978, 2.458)
H (-0.559, 0.385, 2.909)
H (-2.827, -0.430, 4.649)
H (1.039, 1.713, 1.443)
H (-1.443, 1.477, -1.421)
C (8.045, 1.651, -2.572)
C (7.055, 2.788, -2.327)
C (6.448, 2.789, -0.922)
C (5.700, 1.551, -0.444)
N (4.409, 1.207, -1.147)
C (4.630, 0.500, -2.465)
C (4.851, -0.950, -2.091)
C (3.795, -1.179, -1.011)
C (3.652, 0.172, -0.305)
C (3.555, 2.416, -1.331)
H (7.600, 0.665, -2.418)
H (8.416, 1.684, -3.595)
H (8.903, 1.736, -1.904)
H (6.271, 2.783, -3.090)
H (7.577, 3.736, -2.461)
H (5.814, 3.670, -0.806)
H (7.261, 2.932, -0.206)
H (5.424, 1.724, 0.595)
H (6.326, 0.661, -0.470)
H (3.717, 0.617, -3.048)
H (5.458, 0.950, -3.000)
H (5.857, -1.102, -1.696)
H (4.732, -1.614, -2.944)
H (4.073, -1.973, -0.321)
H (2.843, -1.462, -1.460)
H (4.068, 0.165, 0.698)
H (2.615, 0.488, -0.261)
H (4.037, 3.087, -2.037)
H (3.420, 2.901, -0.367)
H (2.593, 2.102, -1.726)

The calculation puts the LUMO energy at -2.457 eV. Its relative energy (zero: lowest compared OMol25 entry of this formula, charge and spin) is 0.0 kcal/mol. As for the net charge: +1. The value obtained for the electronic energy is -2427.6742 Ha. The HOMO energy comes out at -10.595 eV.

These are the Mulliken partial charges, in e, on atoms 1 to 5:
1 C -1.00
2 C -0.41
3 C -0.67
4 O -0.40
5 C 1.07

---

# 5
Entry from OMol25: 9 unconnected molecules or ions with the total composition C21H44O17 (the ωB97M-V functional and the def2-TZVPD basis).

Atoms and positions in Å:
C (4.464, 0.873, -0.545)
O (3.069, 0.639, -0.454)
H (4.842, 1.737, 0.012)
H (4.970, 0.007, -0.133)
H (4.761, 0.882, -1.606)
H (2.541, 1.356, -0.856)
C (-2.547, 2.113, 1.274)
O (-1.172, 2.415, 1.459)
H (-3.102, 3.022, 1.553)
H (-2.647, 1.929, 0.211)
H (-2.939, 1.240, 1.833)
H (-1.119, 2.783, 2.346)
C (-0.617, 1.804, 4.534)
O (-0.597, 3.174, 4.092)
H (-0.239, 1.109, 3.777)
H (-0.135, 1.755, 5.509)
H (-1.657, 1.555, 4.609)
H (0.354, 3.433, 4.003)
C (1.946, 3.821, 1.879)
O (2.047, 3.738, 3.294)
H (1.517, 2.974, 1.396)
H (1.295, 4.649, 1.603)
H (2.886, 4.043, 1.389)
H (2.355, 4.585, 3.638)
C (-0.022, 0.273, 0.195)
O (0.540, -0.939, -0.349)
H (-0.316, 0.972, -0.607)
H (-0.973, 0.070, 0.729)
H (0.675, 0.738, 0.881)
H (1.473, -0.791, -0.545)
C (1.888, -2.595, 2.691)
C (1.545, -4.019, 2.470)
C (2.002, -4.976, 3.569)
O (0.842, -5.229, 4.419)
C (-0.265, -4.788, 3.762)
O (-1.421, -4.831, 4.160)
O (0.075, -4.236, 2.530)
H (2.948, -2.530, 2.635)
H (1.586, -2.378, 3.712)
H (1.398, -1.833, 2.091)
H (1.779, -4.459, 1.471)
H (2.705, -4.603, 4.323)
H (2.335, -5.964, 3.178)
C (-3.607, -0.926, -3.306)
C (-2.572, -0.160, -3.995)
C (-1.237, -0.141, -3.244)
O (-0.333, -0.843, -4.143)
C (-0.930, -1.100, -5.292)
O (-0.306, -1.612, -6.222)
O (-2.172, -0.597, -5.322)
H (-3.246, -1.921, -3.014)
H (-4.424, -1.027, -4.018)
H (-3.942, -0.375, -2.435)
H (-2.923, 0.887, -4.120)
H (-1.210, -0.645, -2.281)
H (-0.757, 0.856, -3.106)
C (2.588, 0.700, -4.150)
C (3.099, 2.017, -4.622)
C (2.575, 2.300, -5.999)
O (2.002, 3.549, -5.868)
C (2.112, 4.036, -4.614)
O (1.725, 5.128, -4.212)
O (2.682, 3.094, -3.808)
H (2.879, -0.109, -4.826)
H (1.510, 0.714, -4.226)
H (2.798, 0.487, -3.086)
H (4.185, 1.945, -4.635)
H (1.779, 1.586, -6.292)
H (3.412, 2.324, -6.732)
C (-4.106, -2.017, 0.600)
C (-3.697, -2.381, 2.018)
C (-2.285, -1.927, 2.421)
O (-2.511, -0.831, 3.355)
C (-3.765, -0.902, 3.791)
O (-4.149, -0.258, 4.727)
O (-4.464, -1.794, 3.082)
H (-5.182, -2.226, 0.451)
H (-3.488, -2.680, -0.028)
H (-3.961, -0.960, 0.383)
H (-3.737, -3.470, 2.127)
H (-1.686, -1.482, 1.674)
H (-1.722, -2.755, 2.835)

The calculation puts the LUMO energy at 0.220 eV. Its relative energy (zero: lowest compared OMol25 entry of this formula, charge and spin) is 0.0 kcal/mol. The value obtained for the electronic energy is -2105.5978 Ha. The HOMO energy comes out at -10.162 eV.

These are the Mulliken partial charges, in e, on atoms 1 to 5:
1 C -0.71
2 O -0.42
3 H 0.27
4 H 0.27
5 H 0.23

---

# 6
Entry from OMol25: 9 unconnected molecules or ions with the total composition C21H44O17 (the ωB97M-V functional and the def2-TZVPD basis).

Atoms and positions in Å:
C (2.250, -2.317, -3.195)
C (2.472, -1.381, -4.432)
C (1.236, -1.264, -5.340)
O (0.758, 0.081, -5.177)
C (1.639, 0.804, -4.423)
O (1.519, 1.971, -4.194)
O (2.603, -0.015, -4.029)
H (3.203, -2.720, -2.850)
H (1.469, -3.065, -3.330)
H (1.912, -1.779, -2.310)
H (3.177, -1.786, -5.158)
H (0.486, -2.031, -5.149)
H (1.562, -1.410, -6.370)
C (5.720, 3.738, -0.308)
C (4.566, 3.478, -1.269)
C (4.475, 2.082, -1.846)
O (3.075, 1.845, -1.639)
C (2.530, 2.768, -0.867)
O (1.350, 2.761, -0.531)
O (3.381, 3.762, -0.658)
H (5.698, 4.725, 0.156)
H (6.725, 3.647, -0.718)
H (5.755, 2.927, 0.419)
H (4.449, 4.146, -2.122)
H (4.998, 1.332, -1.252)
H (4.602, 2.023, -2.927)
C (-0.493, -2.415, 3.418)
C (-1.012, -3.828, 3.386)
C (-0.108, -4.855, 2.602)
O (-0.299, -6.001, 3.490)
C (-0.826, -5.677, 4.646)
O (-1.118, -6.512, 5.513)
O (-0.946, -4.361, 4.751)
H (-0.394, -2.023, 2.406)
H (0.520, -2.396, 3.818)
H (-0.961, -1.687, 4.080)
H (-2.070, -3.807, 3.126)
H (0.966, -4.685, 2.525)
H (-0.600, -5.008, 1.641)
C (-5.627, 1.828, -0.268)
C (-5.039, 1.788, 1.099)
C (-5.849, 1.044, 2.196)
O (-4.917, 0.120, 2.697)
C (-3.830, 0.111, 1.995)
O (-2.901, -0.713, 2.155)
O (-3.823, 1.050, 1.121)
H (-5.894, 0.796, -0.497)
H (-4.812, 2.108, -0.935)
H (-6.534, 2.388, -0.499)
H (-4.832, 2.825, 1.365)
H (-6.740, 0.584, 1.767)
H (-6.224, 1.708, 2.975)
C (-0.412, 0.199, -0.057)
O (0.755, -0.160, -0.705)
H (-0.629, 1.167, 0.394)
H (-1.239, 0.168, -0.767)
H (-0.695, -0.486, 0.742)
H (1.073, 0.613, -1.178)
C (-2.863, -0.234, -3.590)
O (-3.448, -1.334, -2.856)
H (-2.386, -0.568, -4.511)
H (-3.602, 0.464, -3.982)
H (-2.136, 0.219, -2.916)
H (-3.875, -1.892, -3.510)
C (2.110, -3.142, 0.799)
O (0.844, -2.755, 0.380)
H (2.437, -4.133, 0.484)
H (2.862, -2.386, 0.573)
H (2.189, -3.084, 1.885)
H (0.829, -1.887, -0.029)
C (-1.555, 3.934, 1.380)
O (-2.862, 4.512, 1.450)
H (-1.527, 2.848, 1.474)
H (-1.278, 4.055, 0.333)
H (-0.888, 4.277, 2.172)
H (-2.812, 5.460, 1.313)
C (1.712, 1.062, 3.016)
O (2.169, 1.806, 4.146)
H (2.192, 0.088, 3.111)
H (0.625, 0.984, 3.050)
H (2.034, 1.710, 2.201)
H (3.128, 1.789, 4.145)

The calculation puts the LUMO energy at 0.280 eV. Its relative energy (zero: lowest compared OMol25 entry of this formula, charge and spin) is 39.3 kcal/mol. The value obtained for the electronic energy is -2105.5351 Ha. The HOMO energy comes out at -9.804 eV.

These are the Mulliken partial charges, in e, on atoms 1 to 5:
1 C -0.96
2 C 0.57
3 C -0.70
4 O -0.39
5 C 0.70

---

no.,F_max (eV/A)
1,4.88
2,1.80
3,3.38
4,2.08
5,3.41
6,5.77